No. 1
The following is a quantum chemistry calculation of a structure of composition C4H6N2O2, from OMol25.

Computed properties:
ΔE to the lowest compared entry with this formula, charge and spin = 212.5 kcal/mol
LUMO = 0.1 eV
E_tot = -11311.82605 eV
multiplicity = 1

Each line ends with the Mulliken charge.
Geometry (Å):
C: -1.6538 -0.2955 0.2559  -0.04
C: -0.1554 -0.7932 -0.4190  -0.28
C: 1.7103 0.9369 -0.2152  0.08
C: -0.3892 0.4183 0.4502  -0.06
H: -2.2154 1.1789 -0.9974  0.43
H: -1.9129 -1.0143 1.1220  0.29
H: -0.1916 -0.6042 -1.4573  0.33
H: 1.5264 -1.5966 0.9370  0.39
H: 2.7024 1.6693 0.0322  0.32
H: -0.4151 0.2682 1.5080  0.26
N: 1.1425 -1.3882 -0.2518  -0.29
N: 2.0739 -0.2922 -0.2958  -0.47
O: -2.6373 0.1375 -0.5135  -0.58
O: 0.4153 1.3750 -0.1553  -0.39

Cartesian forces (eV/Å) of the 2 atoms listed first:
1.27 -2.20 -0.27
-1.97 -0.65 2.74

No. 2
The following is a quantum chemistry calculation of a structure of composition C4H6N2O2, from OMol25.

Computed properties:
ΔE to the lowest compared entry with this formula, charge and spin = 122.9 kcal/mol
LUMO = -0.1 eV
E_tot = -11315.71077 eV
multiplicity = 1

Each line ends with the Mulliken charge.
Geometry (Å):
C: 0.4423 1.5267 0.0533  0.31
C: 0.1749 0.2402 -0.5547  -0.06
C: 1.2567 -0.7950 -0.1425  -0.42
C: -0.9600 -1.7062 -0.5901  0.18
H: 1.3831 2.0066 2.2090  0.42
H: 0.0142 0.1295 -1.4975  0.63
H: 1.8799 -0.7850 0.6837  0.26
H: 1.4375 -1.4897 -0.9394  0.28
H: -0.5969 -2.2104 -1.5755  0.30
H: -2.5993 -1.7431 0.7284  0.29
N: -0.1911 -0.9625 0.2837  -0.45
N: -2.0676 -2.2306 -0.2047  -0.63
O: 0.8169 1.2601 1.3657  -0.58
O: 0.2843 2.5961 -0.4605  -0.53

Cartesian forces (eV/Å) of the 2 atoms listed first:
-0.51 1.75 2.25
3.89 -1.69 6.35